The following is a DFT calculation (ωB97M-V/def2-TZVPD) of C22H23N5O6STi as an isolated structure.

ORCA input file:
```
! wB97M-V def2-TZVPD RIJCOSX def2/J DEFGRID3
* xyz 0 1
Ti 0.15845 0.10385 0.70884
O -2.19483 1.27876 -2.35600
C -1.96415 0.93605 -1.21995
O -0.83976 1.22071 -0.59150
C -3.02493 0.23221 -0.37181
C -2.95599 0.72844 1.07631
C -4.17249 0.26934 1.87837
C -3.85555 -1.22969 2.11139
C -2.54869 -1.38491 1.34495
O -1.89272 -0.11216 1.60778
C -2.78846 -1.30578 -0.17339
C -1.56645 -1.82958 -0.90777
O -1.65252 -2.60301 -1.83336
O -0.43112 -1.38004 -0.43723
H -3.98897 0.42154 -0.83874
H -2.67961 1.76948 1.19952
H -5.09418 0.43090 1.32068
H -4.24124 0.81361 2.81840
H -4.62537 -1.89937 1.73149
H -3.70195 -1.44249 3.16777
H -1.89146 -2.18687 1.66834
H -3.65439 -1.88333 -0.48757
C 1.60589 -0.40247 -2.24331
C 2.40941 -1.05519 -1.16321
C 3.57837 -1.76154 -1.53964
C 4.30827 -2.42690 -0.60882
C 3.88187 -2.43438 0.73757
C 4.57337 -3.13578 1.74934
C 4.09688 -3.12238 3.02859
C 2.91824 -2.42222 3.34143
C 2.21842 -1.72828 2.38220
S 0.73728 -0.88556 2.79342
C 2.71135 -1.71717 1.05204
N 2.01761 -1.01490 0.09887
H 2.26129 -0.09759 -3.05816
H 1.05475 0.46956 -1.90299
H 0.88504 -1.12901 -2.62433
H 3.86759 -1.75466 -2.58111
H 5.20730 -2.96543 -0.88406
H 5.47229 -3.68039 1.48943
H 4.61827 -3.65796 3.81111
H 2.54123 -2.42920 4.35597
N -0.82891 6.18553 0.15668
C -0.63213 4.85769 0.29907
N -0.67513 4.08514 -0.78185
N -0.44177 4.42616 1.54266
C -0.32056 3.14466 1.72080
N -0.21809 2.00143 1.89768
H -0.74928 6.61900 -0.74463
H -0.67296 6.75112 0.97193
H -0.81375 4.48009 -1.69500
H -0.44686 3.08857 -0.73642
C 2.80970 1.72445 1.48771
C 1.75113 1.57745 0.40561
O 1.75960 2.30546 -0.55657
H 3.44228 2.58328 1.25844
H 3.41990 0.82201 1.54375
H 2.32900 1.84880 2.45783
*
```

Results
**LUMO level**: -0.27 eV
**Kohn-Sham gap**: 7.53 eV
**ΔE to the lowest compared entry with this formula, charge and spin**: 0.0 kcal/mol


The following is a DFT calculation (ωB97M-V/def2-TZVPD) of C22H23N6O10OsSSi as an isolated structure.

ORCA input file:
```
! wB97M-V def2-TZVPD RIJCOSX def2/J DEFGRID3
* xyz 1 1
Os -1.35586 -0.06216 0.59489
C 0.90354 4.51474 -0.48489
Si 0.33990 2.75568 -0.47384
C 1.02421 1.72065 -1.84602
C -1.50622 2.47698 -0.27386
H 0.63280 5.03854 -1.40364
H 1.99343 4.51311 -0.41452
H 0.49736 5.07189 0.36057
H 2.01007 2.07888 -2.14156
H 0.36849 1.76671 -2.71964
H 1.12659 0.67952 -1.53691
H -2.00796 3.35881 0.13604
H -1.89738 1.75495 0.50453
H -1.95670 2.25609 -1.23829
C 2.67579 -2.88051 0.59840
N 1.29550 -2.92475 1.09118
C 0.77166 -3.99067 1.76368
C -0.50503 -4.02358 2.20965
C -1.34026 -2.89869 1.93344
N -0.80415 -1.90273 1.23348
C 0.49181 -1.85263 0.86070
O 0.84283 -0.79413 0.31055
N -2.60493 -2.77583 2.30553
H 3.13872 -3.84553 0.78105
H 3.22904 -2.09891 1.11464
H 2.66792 -2.66796 -0.46799
H 1.45032 -4.81645 1.92367
H -0.87824 -4.88080 2.74702
H -3.06614 -3.50181 2.82541
H -3.11026 -1.91749 2.08874
O 3.24558 2.16498 0.44041
C 2.43733 2.04885 1.32037
N 1.04905 2.15190 1.10696
S 0.18177 1.90084 2.46070
O -0.43155 0.54973 2.39801
O -0.72119 2.97124 2.72420
C 1.55713 1.77224 3.52841
C 1.56314 1.63776 4.90131
C 2.81019 1.54589 5.50916
C 3.98280 1.59048 4.75839
C 3.94897 1.73454 3.37666
C 2.71149 1.82667 2.76792
H 0.64761 1.61391 5.47608
H 2.86977 1.44750 6.58450
H 4.93649 1.52466 5.26436
H 4.85260 1.78983 2.78495
O -5.44368 0.21882 0.45964
C -4.26333 0.10608 0.25142
O -3.34426 -0.06549 1.17499
C -3.72085 0.15555 -1.16342
C -2.43287 -0.31404 -1.40842
C -1.94816 -0.31180 -2.71271
C -2.66131 0.24186 -3.75274
C -3.91561 0.74740 -3.45778
C -4.47447 0.69404 -2.19635
N -4.69458 1.35802 -4.56332
O -5.80267 1.75940 -4.29345
O -4.19749 1.32256 -5.66750
N -0.66084 -0.96518 -3.00599
O -0.26312 -1.78416 -2.19587
O -0.10463 -0.67195 -4.03632
H -1.93188 -1.10913 -0.72416
H -2.27219 0.26224 -4.76009
H -5.47067 1.06818 -2.00307
*
```

Results
**LUMO level**: -3.68 eV
**Kohn-Sham gap**: 7.78 eV
**ΔE to the lowest compared entry with this formula, charge and spin**: 0.0 kcal/mol


The following is a DFT calculation (ωB97M-V/def2-TZVPD) of C22H24AsCoN3O2PS5 as an isolated structure.

ORCA input file:
```
! wB97M-V def2-TZVPD RIJCOSX def2/J DEFGRID3
* xyz 0 1
Co 0.10284 0.78021 1.58450
S 4.10408 2.61821 2.23015
C 2.65391 1.90982 2.00161
S 1.93095 0.63062 2.90542
S 1.50987 2.27437 0.74106
S -1.33857 -0.87781 2.38458
C -1.50419 -2.05897 1.04644
C -2.53290 -2.99452 1.10471
C -2.67290 -3.92664 0.08998
C -1.77525 -3.94783 -0.97059
C -0.74279 -3.02640 -1.01967
C -0.61227 -2.06663 -0.02061
As 0.83800 -0.78552 0.02905
C 2.32697 -1.98450 0.30422
C 3.14831 -2.39740 -0.73776
C 4.15252 -3.32688 -0.49959
C 4.32993 -3.84882 0.77203
C 3.50098 -3.44608 1.81067
C 2.50286 -2.51400 1.57926
C 1.02220 -0.13538 -1.77090
C -0.05916 -0.13920 -2.64301
C 0.06588 0.43235 -3.90198
C 1.26630 1.01063 -4.28659
C 2.34222 1.03169 -3.40818
C 2.21989 0.46893 -2.14722
H -3.21405 -2.99210 1.94626
H -3.47723 -4.64928 0.13413
H -1.87653 -4.68819 -1.75314
H -0.03384 -3.04898 -1.83916
H 3.01133 -2.00232 -1.73599
H 4.79519 -3.64118 -1.31172
H 5.11601 -4.56951 0.95633
H 3.63857 -3.84963 2.80509
H 1.87050 -2.19172 2.39693
H -1.00584 -0.56601 -2.33811
H -0.78046 0.43348 -4.57627
H 1.36247 1.45413 -5.26949
H 3.27559 1.49567 -3.69956
H 3.05255 0.51292 -1.45551
N -4.01781 0.78652 1.04232
C -3.61770 2.19570 0.98632
P -2.10931 2.41201 -0.01130
O -2.36652 2.86138 -1.41838
O -1.21817 1.20020 0.16324
C -1.32546 3.92490 0.71466
N -0.53468 4.47597 -0.43335
H -2.45759 -0.15387 2.02849
H -4.11996 0.40105 0.10918
H -4.91233 0.69356 1.50879
H -3.37700 2.53343 1.99872
H -4.38767 2.85893 0.57899
H -0.66319 3.74070 1.55648
H -2.10153 4.63755 0.98840
H -1.04794 4.13956 -1.28439
H 0.40146 4.05788 -0.40801
H -0.44749 5.48798 -0.41829
S -2.08237 3.73695 4.51324
C -1.33694 2.67383 3.54663
N -0.79174 1.95826 2.80088
*
```

Results
**LUMO level (spin up / spin down)**: -0.09 / -0.09 eV
**Kohn-Sham gap (spin up / spin down)**: 7.61 / 7.61 eV
**ΔE to the lowest compared entry with this formula, charge and spin**: 5.7 kcal/mol


The following is a DFT calculation (ωB97M-V/def2-TZVPD) of C22H24Br2N2O7Ti as an isolated structure.

ORCA input file:
```
! wB97M-V def2-TZVPD RIJCOSX def2/J DEFGRID3
* xyz 0 1
Ti -0.36993 0.42211 0.13000
C 4.02125 2.84255 -1.20456
N 3.27749 1.59518 -1.32741
C 3.71872 0.53381 -2.23387
C 2.16831 1.39981 -0.63823
O 1.50849 0.33722 -0.76184
C 1.59479 2.45919 0.28064
O 0.47158 1.92377 0.87228
C -0.00250 0.53740 3.60368
C 0.28842 -0.54644 2.87011
O -0.03447 -0.58961 1.55681
N 0.91610 -1.70494 3.30859
C 0.98176 -2.85246 2.42637
C 0.86241 -2.04892 4.70937
H 4.87191 2.80875 -1.87778
H 4.39288 2.98449 -0.18943
H 3.40247 3.69805 -1.47711
H 4.63366 0.85069 -2.72510
H 2.95016 0.32799 -2.97773
H 3.90276 -0.38476 -1.67836
H 1.35841 3.34014 -0.33734
H 2.34140 2.77183 1.02220
H -0.45195 1.38549 3.11456
H 0.20101 0.59474 4.65916
H 1.18476 -2.54529 1.40562
H 0.05037 -3.43434 2.43309
H 1.79465 -3.50032 2.75872
H 0.88129 -1.16044 5.33096
H 1.73146 -2.65674 4.96638
H -0.04409 -2.62036 4.95118
Br -6.96756 5.56882 -1.70214
C -5.49620 4.44486 -1.31563
C -4.44462 4.37557 -2.21653
C -3.37089 3.55016 -1.92956
C -3.35525 2.81010 -0.75416
C -4.41808 2.88937 0.13845
C -5.49774 3.71011 -0.13952
C -2.20840 1.92763 -0.45354
O -2.17256 1.26106 0.63153
O -1.23611 1.80471 -1.25429
H -4.46975 4.95668 -3.12732
H -2.53839 3.46740 -2.61516
H -4.38701 2.30152 1.04575
H -6.33099 3.77913 0.54504
Br 0.30057 -1.55573 -3.43915
C 0.49965 -3.05247 -2.28530
C 1.43113 -3.99811 -2.69497
C 1.60762 -5.16474 -1.97069
C 0.83156 -5.40311 -0.84622
C -0.09999 -4.46054 -0.45271
C -0.27156 -3.26009 -1.14231
C -1.28801 -2.30767 -0.54415
O -2.16167 -2.72046 0.17662
O -1.12041 -1.04088 -0.86025
H 2.00566 -3.81793 -3.59285
H 2.33964 -5.89142 -2.29857
H 0.94693 -6.31992 -0.28354
H -0.73112 -4.62261 0.41015
*
```

Results
**LUMO level**: 0.05 eV
**Kohn-Sham gap**: 7.37 eV
**ΔE to the lowest compared entry with this formula, charge and spin**: 0.0 kcal/mol